Here is the molecule C4H6N2O at a distorted geometry from the Open Molecules 2025 dataset. Energies are from ωB97M-V/def2-TZVPD.

Calculated values
Energy relative to the best compared isomer or geometry (same formula, charge and spin) ... 39.72 kcal per mole
DFT total energy ... -340.73161 hartree
LUMO ... 0.191 eV
Gap between HOMO and LUMO ... 10.65 eV
HOMO energy ... -10.456 eV
SMILES ... CC1=N[C@@H](O)N=C1

Positions of all 13 atoms, in Å:
C (1.99421, 0.48803, 0.10850)
C (0.56723, 0.06288, -0.01897)
N (-0.43616, 0.86898, 0.04366)
C (-1.58454, 0.00641, 0.02038)
O (-2.72635, 0.53494, -0.54002)
N (-1.19449, -1.34085, -0.35286)
C (0.08043, -1.31573, -0.20043)
H (2.22243, 0.71723, 1.15474)
H (2.16360, 1.39510, -0.47631)
H (2.68314, -0.29168, -0.22914)
H (-1.75867, -0.39669, 1.04120)
H (-2.68451, 1.49393, -0.41106)
H (0.67369, -2.22255, -0.13970)

Cartesian forces, eV/Å:
C 0.04 0.03 -0.01
C -0.08 0.28 0.10
N 0.23 -0.36 0.21
C -0.19 -0.43 0.59
O 0.13 0.02 -0.29
N 0.52 -0.25 -0.50
C -0.20 -0.23 -0.28
H -0.02 -0.04 -0.13
H -0.01 -0.10 0.09
H -0.14 0.10 0.03
H -0.37 1.16 0.55
H 0.05 -0.27 -0.07
H 0.04 0.09 -0.27

Here is a structure of composition C2HBr2NO at a distorted geometry from the Open Molecules 2025 dataset. Energies are from ωB97M-V/def2-TZVPD.

Calculated values
Energy relative to the best compared isomer or geometry (same formula, charge and spin) ... 64.39 kcal per mole
DFT total energy ... -5354.69741 hartree
LUMO ... -0.561 eV
Gap between HOMO and LUMO ... 7.72 eV
HOMO energy ... -8.282 eV

Positions of all 7 atoms, in Å:
C (0.36893, -0.39990, -1.40436)
C (-0.00906, 0.96496, 1.07286)
N (-0.54442, -0.38097, -0.64049)
O (1.40403, -0.57313, -1.83997)
Br (-1.37527, 0.54797, 2.14346)
Br (1.63710, 0.22457, 1.34403)
H (-1.48131, -0.38351, -0.67552)

Cartesian forces, eV/Å:
C -0.68 -0.97 0.86
C 0.65 2.17 -1.87
N 1.63 0.11 0.64
O 2.37 0.24 -1.88
Br -1.34 -0.96 1.75
Br 1.02 -0.73 0.97
H -3.66 0.14 -0.48

Here is the molecule C2H5N3O2 at a distorted geometry from the Open Molecules 2025 dataset. Energies are from ωB97M-V/def2-TZVPD.

Calculated values
Energy relative to the best compared isomer or geometry (same formula, charge and spin) ... 195.95 kcal per mole
DFT total energy ... -393.70699 hartree
LUMO ... 0.471 eV
Gap between HOMO and LUMO ... 9.99 eV
HOMO energy ... -9.517 eV
SMILES ... [H]/N=C(/NO)ON=C

Positions of all 12 atoms, in Å:
H (-0.27474, 2.14173, -0.40830)
N (0.68460, 2.03823, -0.00843)
C (0.71252, 0.72933, -0.11242)
N (2.08426, 0.04115, 0.29153)
O (2.01375, -1.30869, -0.33626)
O (-0.25748, -0.37773, -0.35117)
N (-1.41336, 0.13669, -0.34342)
C (-2.54327, -0.52446, 0.13140)
H (2.72748, 0.48398, -0.35879)
H (2.21461, -1.81763, 0.64522)
H (-3.43583, -0.12063, -0.09029)
H (-2.51256, -1.42198, 0.94092)

Cartesian forces, eV/Å:
H 0.10 1.10 0.55
N -2.12 -5.09 -1.70
C 3.91 0.07 1.80
N -3.59 0.14 -2.70
O 1.52 -1.18 5.83
O 4.98 0.59 2.02
N -9.98 0.27 0.20
C 8.46 -1.30 1.51
H 0.16 0.41 0.26
H -0.93 1.46 -4.60
H -2.73 1.78 -0.69
H 0.22 1.77 -2.49

Here is a cluster of 6 separate species, C6H24N12O6 in total at a distorted geometry from the Open Molecules 2025 dataset. Energies are from ωB97M-V/def2-TZVPD.

Calculated values
Energy relative to the best compared isomer or geometry (same formula, charge and spin) ... 26.44 kcal per mole
DFT total energy ... -1351.77343 hartree
LUMO ... 0.409 eV
Gap between HOMO and LUMO ... 9.27 eV
HOMO energy ... -8.857 eV
SMILES ... NC(N)=O.NC(N)=O.NC(N)=O.NC(N)=O.NC(N)=O.NC(N)=O

Positions of all 48 atoms, in Å:
N (-1.76230, -3.03113, -2.30594)
C (-0.59457, -3.47723, -1.78678)
N (-0.42769, -4.80864, -1.66940)
O (0.22562, -2.60616, -1.45124)
H (-2.55308, -3.63135, -2.49223)
H (-1.89037, -2.11338, -2.70273)
H (0.42215, -5.16603, -1.27076)
H (-1.05122, -5.51854, -2.00053)
N (3.09826, -1.42715, 1.58541)
C (3.91119, -1.40709, 2.67140)
N (4.62711, -0.27034, 2.78854)
O (3.95749, -2.31036, 3.51577)
H (2.43807, -2.16111, 1.41688)
H (3.08370, -0.65197, 0.94135)
H (4.60291, 0.44765, 2.07700)
H (5.32597, -0.17893, 3.50052)
N (-1.62096, 1.00129, 3.07205)
C (-2.93339, 1.04098, 2.73481)
N (-3.77465, 0.43565, 3.59364)
O (-3.31290, 1.58376, 1.68922)
H (-1.02799, 1.15340, 2.26923)
H (-1.27583, 0.92207, 4.00590)
H (-4.77228, 0.51956, 3.55819)
H (-3.41732, -0.25989, 4.22240)
N (5.09688, 3.39936, 0.16437)
C (4.02407, 2.57646, 0.08761)
N (2.82746, 3.12193, -0.20752)
O (4.06520, 1.40326, 0.51707)
H (5.94884, 3.03526, 0.54237)
H (4.99073, 4.35327, -0.12117)
H (2.06075, 2.46690, -0.22154)
H (2.72046, 4.05899, -0.54486)
N (-4.53278, -0.76502, -3.39521)
C (-3.72413, 0.13569, -2.76339)
N (-4.36948, 1.19073, -2.19438)
O (-2.49472, 0.16429, -2.84686)
H (-5.51538, -0.60439, -3.30062)
H (-4.12592, -1.55252, -3.85661)
H (-3.84582, 1.99475, -1.90308)
H (-5.36462, 1.21845, -2.07549)
N (1.19393, 0.49920, -1.03033)
C (0.10800, 1.27622, -0.74133)
N (-0.94682, 0.49568, -0.35852)
O (0.04635, 2.49484, -0.95628)
H (2.04737, 1.00226, -1.19168)
H (1.18168, -0.49777, -0.91488)
H (-1.80854, 0.92531, -0.06044)
H (-0.86143, -0.47822, -0.58991)

Cartesian forces, eV/Å:
N -1.87 -0.81 -0.73
C 0.43 2.56 0.02
N 0.54 -0.83 0.40
O 0.14 -1.35 0.09
H 0.39 -0.25 0.11
H 0.69 0.45 0.45
H 0.09 0.35 0.10
H -0.33 0.31 -0.22
N -0.36 0.20 -0.84
C -0.23 -1.00 1.28
N 0.63 1.01 -0.13
O -0.07 0.44 -0.77
H 0.15 -0.22 0.33
H 0.09 0.08 0.12
H -0.09 -0.13 -0.07
H -0.12 -0.38 0.15
N 0.15 -0.13 -0.71
C -0.44 0.91 -1.46
N -0.39 -0.64 1.26
O 0.17 -0.52 0.62
H 0.37 0.16 0.46
H 0.12 -0.15 0.05
H 0.04 0.21 -0.47
H 0.05 0.07 0.09
N -0.26 0.05 -0.61
C -0.53 -0.95 2.29
N 0.50 -0.21 -0.39
O 0.39 0.64 -1.02
H 0.11 0.07 -0.08
H 0.40 0.11 0.08
H -0.31 0.81 -0.01
H -0.26 -0.05 -0.15
N 0.08 0.29 0.79
C 1.44 1.59 -0.96
N -0.70 -0.13 0.29
O -0.77 -1.18 0.02
H -0.21 -0.58 -0.35
H -0.17 -0.08 -0.09
H 0.26 -0.16 0.12
H -0.01 0.02 0.04
N 0.49 0.96 0.06
C -1.29 -0.37 -1.32
N 0.47 0.65 0.73
O 0.54 -0.84 0.97
H 0.19 -0.59 -0.38
H 0.11 -0.12 0.01
H -0.11 -0.12 -0.31
H -0.49 -0.16 0.16

Here is a cluster of 6 separate species, C27H37F15NO15 in total at a distorted geometry from the Open Molecules 2025 dataset. Energies are from ωB97M-V/def2-TZVPD.

Calculated values
Net charge ... -1
DFT total energy ... -3732.51338 hartree
LUMO ... 1.653 eV
Gap between HOMO and LUMO ... 6.22 eV
HOMO energy ... -4.570 eV

Positions of all 95 atoms, in Å:
C (0.36718, -4.53066, 3.36574)
O (-0.90604, -3.95087, 3.22660)
C (-1.51833, -3.64178, 4.48986)
C (-2.42231, -2.43807, 4.31972)
N (-1.72767, -1.15752, 4.14759)
C (-0.61450, -0.84250, 5.01813)
C (-1.02599, -0.58281, 6.46582)
O (-0.28345, 0.61040, 6.89392)
C (-0.68559, 1.06873, 8.08969)
O (-0.11060, 0.85859, 9.10357)
C (-3.48640, -2.36395, 5.45355)
O (-4.58959, -1.88744, 5.12832)
O (-3.08277, -2.76011, 6.58091)
H (0.33048, -5.45299, 3.96019)
H (0.73251, -4.77448, 2.36549)
H (1.07204, -3.83472, 3.83901)
H (-2.13030, -4.48729, 4.82070)
H (-0.74941, -3.49445, 5.25216)
H (-2.97766, -2.60508, 3.39277)
H (-1.44571, -1.04768, 3.18460)
H (-0.18613, 0.09631, 4.65512)
H (0.20812, -1.57373, 5.00174)
H (-2.09784, -0.38850, 6.52990)
H (-0.78503, -1.40649, 7.13442)
H (-1.53529, 1.76052, 8.06037)
C (-7.19103, 4.79954, 5.49890)
C (-5.78465, 5.32663, 5.67905)
O (-4.89500, 4.28918, 6.13332)
C (-4.41865, 3.48265, 5.19794)
O (-4.63349, 3.53281, 4.02192)
C (-3.47675, 2.43743, 5.83186)
F (-4.01234, 1.91283, 6.93128)
F (-2.32032, 3.03816, 6.17924)
F (-3.21316, 1.47664, 4.96360)
H (-7.54599, 4.34117, 6.42175)
H (-7.86174, 5.61619, 5.23229)
H (-7.22947, 4.04884, 4.71083)
H (-5.74619, 6.08524, 6.45769)
H (-5.39447, 5.75823, 4.75810)
C (-2.84455, 2.55592, 1.58315)
C (-1.72031, 1.81370, 0.90374)
O (-1.77482, 1.97055, -0.53892)
C (-1.26212, 3.07574, -1.03501)
O (-0.74371, 3.98384, -0.45532)
C (-1.37998, 3.03628, -2.57347)
F (-2.58882, 2.61830, -2.96664)
F (-0.46666, 2.18488, -3.07538)
F (-1.15797, 4.23764, -3.09733)
H (-3.80877, 2.23925, 1.18560)
H (-2.83158, 2.34878, 2.64794)
H (-2.75327, 3.63236, 1.43801)
H (-1.80521, 0.74240, 1.06397)
H (-0.74357, 2.13554, 1.26151)
C (-2.10598, -3.02035, -1.70632)
C (-1.53345, -1.65771, -2.02726)
O (-0.74679, -1.15625, -0.92825)
C (0.49734, -1.59522, -0.84569)
O (1.06393, -2.33315, -1.59691)
C (1.16542, -0.97924, 0.40125)
F (0.33784, -1.03175, 1.44297)
F (1.46986, 0.30781, 0.15835)
F (2.28716, -1.62456, 0.69664)
H (-2.68075, -2.98304, -0.78126)
H (-2.76152, -3.34544, -2.51384)
H (-1.31479, -3.75892, -1.58430)
H (-2.32301, -0.92161, -2.15974)
H (-0.92239, -1.67553, -2.92908)
C (0.41766, 0.68977, -5.76471)
C (0.36733, -0.64621, -6.46909)
O (1.06802, -0.60907, -7.73597)
C (2.37798, -0.75242, -7.68728)
O (3.06746, -0.91535, -6.72415)
C (2.95107, -0.73090, -9.12015)
F (2.42527, 0.25541, -9.85043)
F (2.68839, -1.89518, -9.72974)
F (4.27209, -0.56944, -9.07498)
H (0.03121, 1.47600, -6.41414)
H (-0.18737, 0.64902, -4.86591)
H (1.43890, 0.94843, -5.48699)
H (-0.65359, -0.91299, -6.73160)
H (0.78153, -1.44356, -5.85382)
C (6.65522, -2.30014, -6.26878)
C (7.22049, -1.29890, -7.25034)
O (8.06133, -0.32929, -6.58478)
C (9.30346, -0.70565, -6.34040)
O (9.81919, -1.74968, -6.61120)
C (10.06874, 0.45301, -5.66476)
F (9.34394, 1.01748, -4.69584)
F (10.35545, 1.39171, -6.57914)
F (11.20848, 0.01148, -5.14318)
H (6.11683, -1.78773, -5.47201)
H (5.96323, -2.96753, -6.78063)
H (7.44643, -2.89885, -5.81830)
H (6.42420, -0.71564, -7.70464)
H (7.78901, -1.78299, -8.04314)

Cartesian forces, eV/Å:
C -0.18 0.01 -0.08
O 0.23 0.14 0.07
C -0.10 -0.24 -0.09
C -0.15 -0.20 -0.22
N -0.10 0.04 -0.10
C 0.11 0.19 0.06
C -0.08 0.26 -0.27
O -0.11 -0.43 -0.16
C -0.08 0.54 -0.40
O 0.59 -0.28 1.03
C 0.20 0.19 0.33
O 0.06 -0.09 0.11
O -0.13 0.08 -0.26
H 0.03 0.01 0.00
H 0.00 0.01 0.05
H 0.01 -0.04 0.03
H 0.08 -0.04 -0.03
H -0.01 0.10 0.03
H -0.01 0.09 0.02
H 0.09 -0.11 0.04
H -0.03 -0.04 0.00
H -0.06 -0.09 -0.01
H 0.03 -0.01 -0.01
H -0.02 0.03 0.03
H -0.31 -0.15 -0.18
C 0.03 -0.16 0.00
C -0.17 0.23 -0.04
O 0.02 0.04 0.05
C 0.02 -0.08 -0.08
O -0.05 0.11 0.08
C 0.00 -0.15 -0.21
F 0.00 -0.06 0.06
F -0.04 0.07 -0.08
F 0.02 0.14 0.17
H -0.01 0.05 0.02
H 0.00 0.02 0.00
H 0.02 0.03 -0.03
H 0.04 -0.06 0.06
H 0.03 -0.09 -0.04
C 0.00 0.13 -0.28
C -0.02 -0.15 0.45
O 0.05 0.01 -0.13
C -0.03 -0.10 0.12
O 0.00 0.02 -0.03
C 0.00 0.09 0.07
F 0.03 0.01 -0.08
F -0.02 0.02 0.00
F -0.01 -0.06 -0.04
H -0.01 -0.06 0.07
H -0.01 -0.07 0.06
H 0.05 0.01 0.03
H -0.02 -0.04 -0.11
H 0.03 0.08 -0.11
C 0.10 -0.03 0.14
C -0.26 -0.05 -0.21
O 0.05 0.05 0.00
C -0.06 -0.03 -0.01
O 0.00 0.01 -0.03
C -0.01 -0.08 -0.14
F 0.15 0.07 0.15
F -0.04 0.00 0.06
F -0.04 0.04 0.06
H -0.04 0.02 -0.02
H -0.01 0.01 -0.02
H 0.01 0.00 -0.04
H 0.03 0.07 0.09
H 0.11 -0.02 0.05
C 0.22 0.02 -0.31
C -0.22 -0.04 0.28
O 0.01 -0.01 -0.03
C -0.06 -0.02 0.04
O 0.00 0.01 -0.01
C 0.01 0.02 0.11
F 0.06 -0.04 -0.02
F 0.02 0.03 -0.04
F 0.02 0.00 -0.12
H -0.07 -0.01 0.04
H -0.07 -0.01 0.10
H -0.01 -0.04 0.07
H 0.02 0.01 -0.11
H 0.13 0.01 -0.04
C 0.15 0.05 0.17
C -0.33 -0.21 -0.18
O 0.09 0.04 0.00
C -0.10 0.01 -0.04
O 0.02 -0.01 0.01
C -0.04 -0.11 0.00
F 0.07 0.03 0.00
F 0.02 0.04 0.03
F 0.00 0.07 0.01
H -0.07 0.00 -0.05
H -0.02 0.01 -0.02
H 0.01 -0.03 -0.06
H 0.05 0.11 0.07
H 0.11 0.01 0.06